Version 1
Computed, not measured: one molecule with the formula C3H8OS2, with the ωB97M-V functional and the def2-TZVPD basis.

Structure (ORCA input):
```
! RIJCOSX wB97M-V def2-TZVPD def2/J DEFGRID3
* xyz 0 1
C -1.710 -0.065 0.578
C -0.887 0.538 -0.518
C 1.246 -0.239 0.211
O 0.229 -0.215 -0.774
S 2.138 1.205 0.612
S 2.274 -1.607 -0.429
H -1.087 -0.447 1.466
H -2.549 0.558 0.996
H -2.284 -0.813 0.100
H -0.456 1.528 -0.434
H -1.455 0.468 -1.487
H 0.775 -0.446 1.257
H 2.584 1.675 -0.551
H 1.183 -2.139 -1.027
*
```

HOMO-LUMO gap ... 0.3689 hartree
HOMO level ... -9.3 eV
SMILES ... CCOC(S)S


Version 2
Computed, not measured: a 2-piece molecular cluster, C3H8OS2 overall, with the ωB97M-V functional and the def2-TZVPD basis.

Structure (ORCA input):
```
! RIJCOSX wB97M-V def2-TZVPD def2/J DEFGRID3
* xyz 0 1
C -0.941 -0.946 2.264
S -0.087 -2.061 1.102
S -1.467 -2.291 -0.401
H -0.735 -1.298 3.275
H -0.618 0.086 2.155
H -2.007 -1.051 2.081
H -1.013 -1.354 -1.251
O 0.072 0.148 -2.403
C 1.036 0.623 -1.856
C 0.941 1.764 -0.875
H 2.053 0.274 -2.117
H 1.692 1.659 -0.092
H 1.138 2.687 -1.421
H -0.064 1.759 -0.459
*
```

HOMO-LUMO gap ... 0.3560 hartree
HOMO level ... -9.0 eV
SMILES ... CC=O.CSS


Bottom line: version 2, by a margin of 1.046 eV.


Version 1
Computed, not measured: a 2-piece molecular cluster, C3H8OS2 overall, with the ωB97M-V functional and the def2-TZVPD basis.

Structure (ORCA input):
```
! RIJCOSX wB97M-V def2-TZVPD def2/J DEFGRID3
* xyz 0 1
S -0.280 -0.506 1.924
S -0.861 -2.055 0.830
C 1.100 -0.059 0.885
C -0.028 -1.555 -0.643
C 1.256 -0.872 -0.311
H 1.995 -0.155 1.530
H 0.990 1.010 0.620
H -0.620 -0.859 -1.269
H 0.265 -2.413 -1.278
H 2.039 -1.639 -0.151
H 1.537 -0.287 -1.208
O -2.108 3.298 -0.388
H -2.849 3.135 -1.015
H -2.435 2.958 0.475
*
```

HOMO-LUMO gap ... 0.3065 hartree
HOMO level ... -7.6 eV
SMILES ... C1CSSC1.O


Version 2
Computed, not measured: a 2-piece molecular cluster, C3H8OS2 overall, with the ωB97M-V functional and the def2-TZVPD basis.

Structure (ORCA input):
```
! RIJCOSX wB97M-V def2-TZVPD def2/J DEFGRID3
* xyz 0 1
S -3.609 -0.156 2.056
S -2.192 1.181 1.096
H -4.211 -0.562 0.960
H -1.006 0.645 1.410
O 2.979 0.791 -1.809
C 2.108 0.737 -0.974
C 0.762 0.064 -1.133
C 0.564 -0.872 0.086
H 2.293 1.118 0.083
H 0.661 -0.517 -2.076
H -0.077 0.789 -1.064
H 1.449 -1.528 0.266
H -0.407 -1.383 0.035
H 0.686 -0.306 1.066
*
```

HOMO-LUMO gap ... 0.3420 hartree
HOMO level ... -9.5 eV
SMILES ... CCC=O.SS


Bottom line: version 1, by a margin of 0.609 eV.


Version 1
Computed, not measured: a 2-piece molecular cluster, C3H8OS2 overall, with the ωB97M-V functional and the def2-TZVPD basis.

Structure (ORCA input):
```
! RIJCOSX wB97M-V def2-TZVPD def2/J DEFGRID3
* xyz 0 1
C -0.674 -0.613 1.919
S -2.097 -1.667 2.140
S -1.263 -3.470 1.884
H 0.082 -0.472 2.660
H -0.073 -0.736 0.962
H -1.131 0.374 1.742
H -0.938 -3.616 3.220
O -0.850 1.277 -2.301
C 0.306 1.182 -2.721
C 1.330 1.526 -1.596
H 0.523 1.182 -3.809
H 0.962 1.161 -0.654
H 2.373 1.240 -1.924
H 1.451 2.631 -1.523
*
```

HOMO-LUMO gap ... 0.3617 hartree
HOMO level ... -9.1 eV
SMILES ... CC=O.CSS


Version 2
Computed, not measured: a 2-piece molecular cluster, C3H8OS2 overall, with the ωB97M-V functional and the def2-TZVPD basis.

Structure (ORCA input):
```
! RIJCOSX wB97M-V def2-TZVPD def2/J DEFGRID3
* xyz 0 1
C -2.301 -0.619 1.177
S -1.188 0.558 0.345
S -1.156 -0.283 -1.554
H -2.966 -1.058 0.434
H -2.917 -0.072 1.877
H -1.722 -1.408 1.656
H 0.184 -0.304 -1.657
O 2.031 0.598 -0.744
C 2.535 0.583 0.347
C 2.664 -0.644 1.195
H 2.924 1.532 0.764
H 2.649 -0.366 2.254
H 3.610 -1.152 0.969
H 1.871 -1.345 0.962
*
```

HOMO-LUMO gap ... 0.3279 hartree
HOMO level ... -8.3 eV
SMILES ... CC=O.CSS


Bottom line: version 2, by a margin of 0.735 eV.